No. 1
Molecular formula: C8H16N3S
Method: DFT, the ωB97M-V functional and the def2-TZVPD basis

ORCA input file:
```
! wB97M-V def2-TZVPD RIJCOSX def2/J DEFGRID3
* xyz 1 1
C -2.94 1.43 -0.15
C -3.02 -0.92 -0.20
C -1.56 1.33 0.42
C 4.07 -0.26 -1.15
C 3.03 -1.21 -0.57
C 1.92 -0.44 0.16
C 0.88 -1.38 0.76
C -0.32 -0.59 1.32
N -1.01 0.04 0.25
N -3.58 0.28 -0.41
N -3.51 2.59 -0.43
S -3.15 -2.46 -0.29
H -0.93 2.07 -0.09
H -1.63 1.65 1.47
H 3.60 0.46 -1.81
H 4.59 0.28 -0.35
H 4.82 -0.82 -1.72
H 3.50 -1.90 0.12
H 2.58 -1.79 -1.38
H 1.42 0.22 -0.55
H 2.37 0.17 0.94
H 1.32 -1.96 1.57
H 0.52 -2.07 0.00
H 0.02 0.14 2.06
H -0.98 -1.30 1.84
H -4.56 0.32 -0.72
H -3.02 3.46 -0.25
H -4.43 2.66 -0.84
*
```

Results
largest force on an atom = 3.74 eV/Å
Kohn-Sham gap (spin up / spin down) = 7.33 / 6.78 eV
E_HOMO (spin up / spin down) = -12.14 / -11.64 eV
relative energy (zero: lowest compared OMol25 entry of this formula, charge and spin) = 35.3 kcal per mole

natural (NBO) population analysis, charges in e, atoms 1 to 8:
1 C 0.6144
2 C 0.0991
3 C -0.3382
4 C -0.6006
5 C -0.3885
6 C -0.3969
7 C -0.3891
8 C -0.2631

---

No. 2
Molecular formula: H4OS
Method: DFT, the ωB97M-V functional and the def2-TZVPD basis

ORCA input file:
```
! wB97M-V def2-TZVPD RIJCOSX def2/J DEFGRID3
* xyz 0 1
O -3.32 -0.50 2.84
H -3.02 -1.20 2.21
H -2.86 0.31 2.54
S -0.94 -0.08 0.74
H -1.48 -1.02 -0.07
H -1.28 -0.76 1.85
*
```

Results
SMILES = O.S
largest force on an atom = 1.25 eV/Å
Kohn-Sham gap = 10.89 eV
E_HOMO = -10.20 eV
relative energy (zero: lowest compared OMol25 entry of this formula, charge and spin) = 5.7 kcal per mole

From a natural (NBO) analysis of the wavefunction, the atomic charges in e read:
1 O -0.9326
2 H 0.4610
3 H 0.4757
4 S -0.2840
5 H 0.1456
6 H 0.1342

---

No. 3
Molecular formula: C6H6F2InNO9
Method: DFT, the ωB97M-V functional and the def2-TZVPD basis

ORCA input file:
```
! wB97M-V def2-TZVPD RIJCOSX def2/J DEFGRID3
* xyz 2 1
In 2.43 -2.22 -0.19
N 5.71 1.14 -3.20
O 5.21 0.12 -3.63
O 6.67 1.61 -3.71
O 5.57 1.33 -1.99
C -2.18 2.30 -7.28
C -1.31 1.17 -7.82
O -0.82 0.60 -6.67
C -0.85 1.42 -5.66
O -0.32 1.30 -4.58
O -1.59 2.49 -5.96
F -0.29 1.62 -8.60
H -3.21 1.93 -7.20
H -2.18 3.15 -7.95
H -1.77 0.34 -8.35
C -2.07 -1.57 8.49
C -0.71 -2.03 9.18
O 0.19 -1.74 8.13
C -0.46 -1.78 6.95
O 0.16 -1.77 5.89
O -1.80 -1.64 7.11
F -0.81 -3.40 9.22
H -2.24 -0.54 8.81
H -2.90 -2.17 8.85
H -0.42 -1.66 10.16
*
```

Results
largest force on an atom = 4.37 eV/Å
Kohn-Sham gap = 1.26 eV
E_HOMO = -15.37 eV
relative energy (zero: lowest compared OMol25 entry of this formula, charge and spin) = 31.6 kcal per mole

natural (NBO) population analysis, charges in e, atoms 1 to 8:
1 In 0.9993
2 N 0.6876
3 O -0.0832
4 O -0.0232
5 O -0.0651
6 C -0.1390
7 C 0.4288
8 O -0.4580

---

No. 4
Molecular formula: C5H8O2
Method: DFT, the ωB97M-V functional and the def2-TZVPD basis

ORCA input file:
```
! wB97M-V def2-TZVPD RIJCOSX def2/J DEFGRID3
* xyz 0 1
C 1.36 1.14 1.32
C 0.57 1.48 0.36
O 0.59 2.65 -0.17
C -0.41 0.53 -0.32
O -1.17 0.98 -1.11
C -0.61 -0.87 0.26
C -0.57 -1.90 -1.00
H 2.41 1.90 1.57
H 1.50 0.00 1.85
H -0.04 2.75 -1.01
H -1.74 -1.02 0.92
H 0.01 -1.29 0.98
H 0.39 -1.75 -1.60
H -0.79 -3.04 -0.59
H -1.51 -1.56 -1.47
*
```

Results
SMILES = C=C(O)C(=O)CC
largest force on an atom = 8.10 eV/Å
Kohn-Sham gap = 9.58 eV
E_HOMO = -9.34 eV
relative energy (zero: lowest compared OMol25 entry of this formula, charge and spin) = 88.0 kcal per mole

natural (NBO) population analysis, charges in e, atoms 1 to 8:
1 C -0.4457
2 C 0.1492
3 O -0.6659
4 C 0.5406
5 O -0.5403
6 C -0.4837
7 C -0.6242
8 H 0.2226

---

No. 5
Molecular formula: C4H8OTb
Method: DFT, the ωB97M-V functional and the def2-TZVPD basis

ORCA input file:
```
! wB97M-V def2-TZVPD RIJCOSX def2/J DEFGRID3
* xyz 1 7
H -1.44 -1.13 -0.64
C -1.38 -0.45 0.32
C -1.01 1.09 0.37
C 0.04 0.51 -0.38
H -2.34 -0.61 0.82
H -0.50 -0.99 0.69
H -0.77 1.41 1.38
H -1.74 1.70 -0.16
H -0.16 0.23 -1.43
C 1.45 0.30 0.07
O 1.89 -0.96 -0.22
Tb 2.50 -2.76 -1.54
H 1.50 0.50 1.16
H 1.94 1.17 -0.43
*
```

Results
largest force on an atom = 3.48 eV/Å
Kohn-Sham gap (spin up / spin down) = 8.52 / 4.29 eV
E_HOMO (spin up / spin down) = -12.97 / -8.74 eV
relative energy (zero: lowest compared OMol25 entry of this formula, charge and spin) = 48.8 kcal per mole
⟨S²⟩ = 12.6282

Mulliken population analysis, charges in e, atoms 1 to 8:
1 H 0.3207
2 C -0.9373
3 C -0.2348
4 C 0.0130
5 H 0.4151
6 H 0.3280
7 H 0.2586
8 H 0.2904